Formula: C43H66O21
Source: OMol25
Level of theory: wB97M-V/def2-TZVPD

Computed properties:
HOMO energy   -9.76 eV
SMILES   O=C1CCCO1.O=C1CCCO1.O=C1CCCO1.O=C1CCCO1.O=C1CCCO1.O=C1CCCO1.O=C1CCCO1.O=C1CCCO1.O=C1CCCO1.O=C1CCCO1.CC(C)=O
Calculated total energy   -3258.2354 Ha
LUMO   0.37 eV

Each line ends with the Löwdin charge.
Positions of all 130 atoms, in Å:
O -0.41488 3.85338 -0.73146  0.1345
C -1.52080 3.80425 -1.09273  -0.5565
C -2.11051 4.42550 -2.38284  -0.0609
C -3.57378 4.61580 -1.96066  -0.1209
C -3.77133 3.34960 -1.04095  -0.0875
O -2.44079 3.15381 -0.41751  0.0138
H -1.55404 5.34874 -2.61125  0.1274
H -1.96930 3.69803 -3.21213  0.1034
H -3.62781 5.48116 -1.29004  0.1137
H -4.33331 4.72664 -2.75584  0.1197
H -4.46462 3.50009 -0.18982  0.1303
H -4.09115 2.49659 -1.55137  0.0791
O 0.04290 6.22465 3.43463  0.1555
C -0.27295 5.11877 3.57796  -0.4773
C -0.83345 4.13022 2.61215  -0.0663
C -0.77988 2.74309 3.32461  -0.1569
C -0.75298 3.11431 4.79516  -0.1317
O -0.08234 4.45948 4.84499  -0.0386
H -1.82092 4.46194 2.30876  0.1299
H -0.20378 4.26948 1.75963  0.1002
H -1.66320 2.10512 3.12553  0.0892
H 0.12735 2.14236 3.06350  0.1109
H -1.71344 3.29640 5.28704  0.1229
H -0.17630 2.39908 5.39449  0.1198
O -2.74182 1.19189 -3.39177  0.1374
C -2.16554 1.14595 -4.41549  -0.4816
C -1.90648 -0.03887 -5.29033  -0.0851
C -0.74750 0.34080 -6.16945  -0.1245
C -0.77048 1.87672 -6.12078  -0.1104
O -1.49658 2.22757 -4.90739  -0.0112
H -1.75956 -0.88484 -4.60694  0.0979
H -2.82895 -0.26258 -5.86875  0.1473
H 0.14258 -0.08810 -5.67884  0.1010
H -0.80235 -0.07815 -7.14589  0.1064
H 0.21366 2.37090 -6.03580  0.1181
H -1.30830 2.40874 -6.85329  0.1069
O -2.43930 0.30551 4.10633  0.1011
C -3.19536 -0.62406 4.17180  -0.4878
C -3.54544 -1.58778 3.10610  -0.0828
C -4.69260 -2.34452 3.66945  -0.1440
C -4.48611 -2.22069 5.16018  -0.1118
O -3.88467 -0.89057 5.29900  0.0346
H -3.81742 -1.06337 2.20753  0.1253
H -2.59858 -2.12610 2.93789  0.1266
H -5.58997 -1.83747 3.37761  0.1176
H -4.78081 -3.38697 3.38609  0.1219
H -5.35370 -2.18534 5.78510  0.1162
H -3.71984 -2.90885 5.58920  0.1223
O 0.51966 -1.34099 -3.61605  0.0755
C 0.98872 -2.18669 -2.87504  -0.5006
C 2.31782 -2.15017 -2.21889  -0.0663
C 2.23507 -3.25599 -1.18949  -0.1381
C 1.18624 -4.16024 -1.77938  -0.1132
O 0.35182 -3.30027 -2.58718  0.0482
H 3.05090 -2.31250 -3.04493  0.1606
H 2.49546 -1.17034 -1.76205  0.1007
H 3.14299 -3.78409 -1.07153  0.1102
H 1.92190 -2.80706 -0.25614  0.0872
H 1.57682 -4.89735 -2.48026  0.1314
H 0.56706 -4.66427 -1.07514  0.1093
O 5.48137 2.74555 -3.26778  0.1567
C 4.38985 2.40871 -3.43025  -0.4997
C 3.19272 3.28154 -3.72593  -0.0785
C 2.01294 2.45892 -3.30410  -0.1682
C 2.43773 1.05758 -3.62521  -0.1311
O 3.89930 1.08780 -3.39339  -0.0184
H 3.28086 4.20878 -3.16022  0.1301
H 3.14684 3.51781 -4.79455  0.1353
H 1.75459 2.63468 -2.22385  0.1203
H 1.13430 2.69809 -3.90968  0.1024
H 1.94020 0.24224 -3.09728  0.0728
H 2.35771 0.87013 -4.71339  0.1324
O 3.57023 -2.01663 1.29205  0.1074
C 3.92328 -1.29593 2.19211  -0.4918
C 5.16981 -1.39019 3.05446  -0.0697
C 5.21983 -0.05158 3.79304  -0.1466
C 3.77583 0.36974 3.78782  -0.1185
O 3.20728 -0.23088 2.58908  -0.0111
H 5.01085 -2.22094 3.73205  0.1288
H 5.99914 -1.52143 2.32654  0.1351
H 5.68491 -0.16703 4.76379  0.1169
H 5.79517 0.64969 3.15561  0.1216
H 3.18820 -0.09689 4.57738  0.1364
H 3.66607 1.42712 3.68379  0.1231
O -4.28231 -4.12498 0.13352  0.1359
C -3.94194 -3.25120 -0.56787  -0.5015
C -2.78049 -3.29237 -1.56331  -0.0660
C -3.05238 -2.04736 -2.40768  -0.1409
C -3.79154 -1.14737 -1.43877  -0.1515
O -4.60771 -2.06249 -0.67962  0.0065
H -1.83930 -3.34716 -1.00342  0.0966
H -2.75908 -4.29103 -2.03999  0.1357
H -2.16355 -1.51452 -2.72088  0.0778
H -3.67694 -2.32383 -3.25734  0.1280
H -3.17950 -0.63830 -0.67236  0.1248
H -4.46199 -0.44986 -1.96157  0.1235
O -1.44583 -3.73223 5.41770  0.1213
C -1.17517 -4.10061 4.33012  -0.5860
C 0.15878 -4.01547 3.70054  -0.0437
C 0.01100 -5.03794 2.47760  -0.1319
C -1.45012 -5.03493 2.20392  -0.0920
O -2.11160 -4.58227 3.51380  0.0190
H 0.25797 -2.94550 3.44714  0.1229
H 0.85498 -4.26817 4.50279  0.1245
H 0.52818 -4.67740 1.60545  0.0822
H 0.44607 -6.00954 2.77297  0.1208
H -1.70831 -4.22381 1.53223  0.0868
H -1.86953 -5.99857 1.90301  0.1307
O -0.36291 -2.40399 1.01540  0.0868
C -0.25477 -1.24198 0.69922  -0.4163
C 0.20380 -0.05370 1.55270  -0.0309
C -0.22842 1.14269 0.69925  -0.1653
C -0.33915 0.57880 -0.66897  -0.1502
O -0.54551 -0.83522 -0.55936  0.0177
H -0.27479 -0.10631 2.51128  0.1050
H 1.29487 -0.12481 1.58928  0.1046
H -1.22259 1.49593 1.00110  0.1073
H 0.40888 2.01026 0.69717  0.1026
H -1.20885 1.00120 -1.19208  0.1120
H 0.57728 0.71074 -1.31500  0.1200
C 5.17622 0.17777 -0.56609  0.0067
C 4.06824 1.27896 -0.47131  -0.4296
C 4.39748 2.72485 -0.26520  0.0064
O 2.91424 0.84691 -0.48559  0.0316
H 5.92029 0.40828 -1.36509  0.0942
H 4.76687 -0.79244 -0.69875  0.0526
H 5.79704 0.21983 0.35853  0.0804
H 5.13848 3.01760 -1.00041  0.0709
H 4.96042 2.78326 0.65622  0.0872
H 3.53611 3.38313 -0.36971  0.0971